[1]
Molecular formula: C28H42O14
Method: DFT, wB97M-V/def2-TZVPD

Results
ΔE to the lowest compared entry with this formula, charge and spin (eV): 4.1211
LUMO level (eV): 0.25
Highest occupied orbital energy (eV): -9.47
Gap between HOMO and LUMO (Eh): 0.35703

Atoms and positions in Å:
O 0.891 -2.114 -7.300
C 1.771 -1.251 -7.126
O 3.022 -1.628 -6.945
C 3.935 -0.550 -6.868
C 3.032 0.609 -6.682
C 1.631 0.199 -7.172
H 4.581 -0.482 -7.744
H 4.549 -0.603 -5.969
H 3.285 1.522 -7.222
H 3.096 0.944 -5.647
H 1.272 0.567 -8.133
H 0.820 0.665 -6.612
O -0.159 -2.118 6.029
C -1.011 -2.294 6.886
O -0.950 -3.155 7.927
C -2.025 -3.120 8.811
C -2.983 -2.065 8.288
C -2.395 -1.683 6.888
H -1.627 -2.781 9.768
H -2.503 -4.099 8.834
H -3.009 -1.179 8.922
H -3.990 -2.479 8.248
H -2.292 -0.601 6.809
H -2.881 -2.011 5.970
O 1.254 -5.997 -3.322
C 1.797 -6.275 -2.217
O 1.200 -7.075 -1.423
C 1.936 -7.234 -0.225
C 2.710 -6.029 -0.072
C 3.025 -5.688 -1.547
H 2.517 -8.154 -0.296
H 1.222 -7.292 0.597
H 3.473 -6.319 0.650
H 2.116 -5.222 0.357
H 3.983 -6.128 -1.821
H 3.053 -4.605 -1.673
O -0.003 -0.444 -1.450
C -0.871 -0.721 -0.671
O -1.597 -1.836 -0.543
C -2.704 -1.849 0.377
C -2.787 -0.343 0.757
C -1.471 0.323 0.322
H -2.529 -2.360 1.324
H -3.642 -2.236 -0.020
H -2.820 -0.181 1.834
H -3.695 -0.021 0.248
H -0.778 0.500 1.145
H -1.530 1.319 -0.118
O 7.192 0.067 3.293
C 6.408 0.762 2.687
O 6.752 1.978 2.267
C 5.681 2.625 1.589
C 4.766 1.426 1.060
C 4.989 0.462 2.231
H 6.118 3.294 0.848
H 5.121 3.259 2.276
H 5.078 1.069 0.079
H 3.717 1.719 1.026
H 4.788 -0.588 2.016
H 4.391 0.714 3.107
O -5.096 -2.570 -6.345
C -5.940 -1.861 -5.818
O -7.057 -1.531 -6.388
C -7.911 -0.647 -5.737
C -6.972 -0.012 -4.667
C -5.957 -1.129 -4.495
H -8.656 -1.299 -5.280
H -8.368 0.074 -6.415
H -7.448 0.199 -3.710
H -6.481 0.903 -4.997
H -6.311 -1.865 -3.772
H -4.894 -0.978 -4.309
O 0.595 6.299 3.040
C 0.597 7.507 3.150
O 0.875 8.165 4.297
C 0.585 9.512 4.236
C 0.724 9.872 2.799
C 0.203 8.587 2.161
H 1.286 10.147 4.778
H -0.462 9.536 4.537
H 1.775 10.026 2.555
H 0.154 10.762 2.532
H 0.714 8.576 1.198
H -0.872 8.517 1.994

Here are the Mulliken charges for atoms 1 to 8, given in e: -0.63 0.51 -0.34 -0.32 -0.47 -0.36 0.25 0.27


[2]
Molecular formula: C4H6N2O
Method: DFT, wB97M-V/def2-TZVPD

Results
ΔE to the lowest compared entry with this formula, charge and spin (eV): 0.8391
LUMO level (eV): 0.64
Highest occupied orbital energy (eV): -8.25
Gap between HOMO and LUMO (Eh): 0.32666

Atoms and positions in Å:
C 2.104 -0.236 0.134
C 0.724 0.074 -0.341
N 0.112 -0.488 -1.354
C -1.236 -0.290 -1.141
C -1.423 0.376 0.034
O -2.508 0.675 0.798
N -0.171 0.655 0.513
H 2.440 -1.124 -0.403
H 2.014 -0.499 1.193
H 2.852 0.556 0.040
H -1.985 -0.704 -1.803
H -2.959 -0.163 0.974
H 0.037 1.167 1.356

Here are the Mulliken charges for atoms 1 to 8, given in e: -1.01 0.53 -0.62 -0.45 0.36 -0.55 -0.06 0.29


[3]
Molecular formula: ClH2NO
Method: DFT, wB97M-V/def2-TZVPD

Results
ΔE to the lowest compared entry with this formula, charge and spin (eV): 0.5246
LUMO level (eV): -0.70
Highest occupied orbital energy (eV): -10.60
Gap between HOMO and LUMO (Eh): 0.36391

Atoms and positions in Å:
N -0.199 -0.030 0.715
O 0.871 0.437 0.057
Cl 0.841 0.139 -1.754
H -0.445 -1.011 0.517
H -1.069 0.464 0.465

Mulliken atomic charges, in units of e: -0.29 -0.17 -0.08 0.27 0.26


[4]
Molecular formula: C21H17Co2N2O6S
Method: DFT, wB97M-V/def2-TZVPD

Results
LUMO level (eV): 2.18
Highest occupied orbital energy (eV): -3.20
Gap between HOMO and LUMO (Eh): 0.19788
Charge: -1

Atoms and positions in Å:
C -2.751 -1.226 1.298
C -2.565 0.204 1.763
N -1.261 0.719 1.404
C -0.276 -0.107 1.434
N -0.379 -1.433 1.733
C -1.663 -2.082 1.893
C 0.821 -2.232 1.864
C 1.968 -1.345 1.415
S 1.402 0.343 1.133
H -3.727 -1.602 1.615
H -2.695 -1.249 0.203
H -3.292 0.873 1.289
H -2.726 0.235 2.860
H -1.871 -2.234 2.960
H -1.625 -3.053 1.394
H 0.968 -2.560 2.902
H 0.732 -3.135 1.247
H 2.759 -1.289 2.171
H 2.360 -1.692 0.451
O -1.654 6.060 -1.569
C -0.558 5.897 -1.220
Co 1.010 5.733 -0.469
C 1.893 4.668 -1.555
O 2.463 3.928 -2.230
C 1.728 7.308 -0.519
O 2.222 8.359 -0.497
C 0.507 5.768 1.483
C -0.609 6.681 1.665
C -0.504 8.085 1.543
C -1.646 8.852 1.345
C -2.908 8.249 1.407
C -3.022 6.881 1.658
C -1.879 6.116 1.842
C 0.509 4.329 1.551
C -0.315 3.328 1.240
Co 2.011 5.026 2.092
C 2.870 6.475 2.450
O 3.408 7.479 2.667
C 3.302 4.042 1.324
O 4.146 3.434 0.823
C 1.918 4.233 3.662
O 1.766 3.728 4.688
H 0.476 8.551 1.517
H -1.549 9.912 1.096
H -3.812 8.844 1.270
H -3.994 6.386 1.682
H -1.959 5.049 2.024
H -0.107 2.323 1.584
H -1.199 3.441 0.610

Here are the Mulliken charges for atoms 1 to 8, given in e: -0.70 -0.79 -0.30 0.41 0.13 -0.58 -0.72 -0.47


[5]
Molecular formula: C4H11NO2
Method: DFT, wB97M-V/def2-TZVPD

Results
ΔE to the lowest compared entry with this formula, charge and spin (eV): 1.7714
LUMO level (eV): 0.40
Highest occupied orbital energy (eV): -9.51
Gap between HOMO and LUMO (Eh): 0.36427

Atoms and positions in Å:
C 1.490 0.412 -0.872
C 0.649 -0.777 -1.088
C -0.782 -0.647 -0.633
C -1.040 -1.631 0.617
N -1.525 -0.869 1.673
O -1.083 -2.838 0.614
H 1.134 1.446 -0.937
H 2.265 0.255 -1.589
H 1.685 0.442 0.142
H 0.628 -0.860 -2.170
H 1.013 -1.707 -0.682
H -1.223 0.381 -0.416
H -1.416 -1.022 -1.507
H -1.204 0.149 1.866
H -1.761 -1.288 2.514
H -0.299 3.189 0.785
H 1.205 2.859 0.900
O 0.265 2.506 0.783

Here are the Mulliken charges for atoms 1 to 8, given in e: -1.21 -0.43 -0.34 0.37 -0.43 -0.59 0.32 0.35


[6]
Molecular formula: C14H28BiCl2O6SiTe4
Method: DFT, wB97M-V/def2-TZVPD

Results
ΔE to the lowest compared entry with this formula, charge and spin (eV): 14.2303
LUMO level (eV): 1.45
Highest occupied orbital energy (eV): -4.37
Gap between HOMO and LUMO (Eh): 0.21379
Charge: -1

Atoms and positions in Å:
Bi 0.487 0.757 2.896
Te 2.587 0.647 5.023
Te 2.874 3.334 5.189
Te 1.020 4.020 3.313
Te -1.138 2.696 4.204
C -1.072 -2.938 2.350
C -0.137 -2.752 1.174
C -0.344 -3.740 0.069
C 1.284 -2.433 1.463
O -1.701 -0.216 0.081
Si -0.283 0.441 -0.480
O 0.405 1.158 0.777
O 0.625 -0.763 -1.198
C 1.786 -0.519 -2.017
C 1.330 -0.623 -3.470
C 2.422 0.846 -1.758
C 2.821 -1.597 -1.725
O -0.728 1.332 -1.802
C -1.274 2.657 -1.727
C -2.396 2.712 -0.694
C -1.815 2.956 -3.119
C -0.173 3.650 -1.359
H -1.617 -3.872 2.390
H -2.357 -2.385 0.440
H -0.736 -0.669 1.987
H 0.164 -4.670 0.336
H 0.064 -3.356 -0.868
H -1.401 -3.990 -0.062
H 1.435 -1.585 2.123
H 1.827 -2.266 0.544
H 1.707 -3.287 2.003
H 0.556 0.120 -3.661
H 0.913 -1.615 -3.662
H 2.167 -0.458 -4.153
H 1.741 1.649 -2.032
H 3.327 0.940 -2.363
H 2.674 0.963 -0.704
H 2.417 -2.591 -1.939
H 3.142 -1.554 -0.684
H 3.699 -1.448 -2.356
H -3.122 1.920 -0.879
H -2.902 3.680 -0.739
H -1.996 2.572 0.313
H -2.618 2.260 -3.366
H -1.020 2.842 -3.859
H -2.202 3.976 -3.174
H 0.275 3.366 -0.405
H -0.587 4.658 -1.278
H 0.605 3.660 -2.125
Cl -3.347 0.680 2.286
C -3.312 -1.037 2.100
Cl -1.642 -1.558 1.267
C -0.581 -2.483 3.728
O -0.574 -3.335 4.601
O -0.172 -1.258 3.926
H -3.107 -1.493 3.078

Here are the Mulliken charges for atoms 1 to 8, given in e: 1.07 -0.32 -0.13 -0.19 -0.26 -0.20 1.57 -1.69


[7]
Molecular formula: C44H40F3N5O4Pr
Method: DFT, wB97M-V/def2-TZVPD

Results
ΔE to the lowest compared entry with this formula, charge and spin (eV): 0.0996
2S+1: 3
LUMO level (spin up / spin down) (eV): 2.38 / 2.39
Highest occupied orbital energy (spin up / spin down) (eV): -5.35 / -5.35
Gap between HOMO and LUMO (spin up / spin down) (Eh): 0.28391 / 0.28423
<S²>: 2.0017
Charge: -1

Atoms and positions in Å:
Pr 0.233 0.514 -0.727
C -0.308 -4.390 -3.623
C -0.736 -3.703 -2.354
C -1.278 -2.424 -2.388
C -1.725 -1.805 -1.226
C -1.612 -2.455 -0.004
C -1.056 -3.724 0.045
C -0.631 -4.343 -1.122
H 0.496 -5.100 -3.431
H 0.048 -3.668 -4.358
H -1.151 -4.933 -4.065
H -1.378 -1.906 -3.336
H -2.247 -0.855 -1.290
H -1.960 -1.970 0.894
H -0.954 -4.234 0.996
H -0.197 -5.339 -1.079
C 2.651 -4.323 -0.140
C 2.735 -3.778 -1.540
C 3.237 -4.609 -2.534
C 3.343 -4.190 -3.851
C 2.900 -2.923 -4.178
C 2.376 -2.066 -3.211
C 1.861 -0.734 -3.669
C 2.316 -2.465 -1.867
N 1.810 -1.601 -0.858
C 2.634 -1.456 0.198
O 3.825 -1.753 0.283
C 1.963 -0.935 1.452
C 2.610 -1.091 2.664
C 1.928 -0.761 3.825
C 0.634 -0.276 3.736
C 0.072 -0.102 2.484
N 0.724 -0.437 1.369
C -1.329 0.451 2.369
O -1.888 0.746 3.426
N -1.798 0.544 1.108
C -3.154 0.951 1.002
C -4.182 0.397 1.802
C -3.991 -0.804 2.693
C -5.464 0.937 1.745
C -5.785 1.981 0.895
C -4.814 2.433 0.019
C -3.527 1.908 0.037
C -2.593 2.341 -1.059
H 2.558 -5.411 -0.166
H 1.793 -3.910 0.392
H 3.546 -4.059 0.426
H 3.561 -5.609 -2.260
H 3.753 -4.844 -4.614
H 2.951 -2.577 -5.207
H 2.554 -0.257 -4.362
H 1.709 -0.056 -2.843
H 0.904 -0.853 -4.182
H 3.619 -1.477 2.650
H 2.403 -0.890 4.791
H 0.041 -0.005 4.598
H -3.117 -1.388 2.414
H -4.870 -1.449 2.629
H -3.847 -0.497 3.729
H -6.229 0.512 2.390
H -6.782 2.405 0.884
H -5.056 3.198 -0.714
H -2.526 3.427 -1.134
H -2.950 1.964 -2.017
H -1.603 1.953 -0.896
C -0.523 3.775 1.223
N 0.400 2.852 0.560
C 1.634 3.231 0.575
C 2.699 2.528 -0.033
C 4.064 2.802 0.072
C 4.718 1.831 -0.688
C 3.717 1.013 -1.215
N 2.492 1.421 -0.836
C -0.681 3.630 2.724
C 0.388 3.306 3.552
C 0.226 3.269 4.931
C -1.008 3.551 5.497
C -2.084 3.860 4.675
C -1.919 3.897 3.299
H -1.505 3.685 0.764
H -0.183 4.801 1.045
H 1.910 4.163 1.076
H 4.502 3.605 0.650
H 5.780 1.710 -0.841
H 3.852 0.136 -1.834
H 1.352 3.060 3.122
H 1.066 3.006 5.565
H -1.138 3.513 6.573
H -3.062 4.047 5.105
H -2.772 4.103 2.659
F 1.489 2.335 -3.935
C 0.219 2.623 -3.622
F -0.133 3.708 -4.303
F 0.205 2.962 -2.293
C -0.721 1.395 -3.878
O -1.244 1.320 -4.970
O -0.787 0.633 -2.858

Here are the Mulliken charges for atoms 1 to 8, given in e: -0.69 -1.69 0.63 -0.40 -1.16 0.22 -0.93 -0.11


[8]
Molecular formula: C34H58Br4N2O5
Method: DFT, wB97M-V/def2-TZVPD

Results
ΔE to the lowest compared entry with this formula, charge and spin (eV): 0.0000
LUMO level (eV): 0.16
Highest occupied orbital energy (eV): -9.17
Gap between HOMO and LUMO (Eh): 0.34294

Atoms and positions in Å:
Br -0.627 4.103 2.878
C -2.182 5.121 2.225
C -2.937 5.880 3.312
Br -4.035 7.241 2.422
H -2.897 4.493 1.695
H -1.831 5.820 1.469
H -2.271 6.321 4.052
H -3.543 5.189 3.895
Br 2.483 -2.627 -3.566
C 1.177 -3.285 -4.908
C 0.685 -4.636 -4.488
Br -0.651 -5.231 -5.847
H 1.748 -3.255 -5.823
H 0.434 -2.517 -4.730
H 0.238 -4.762 -3.511
H 1.502 -5.344 -4.612
N 5.899 0.108 5.023
C 4.569 0.193 4.863
C 3.969 0.417 3.637
C 4.783 0.596 2.518
C 6.148 0.513 2.671
C 6.662 0.220 3.945
H 3.958 0.002 5.735
H 2.901 0.356 3.479
H 4.404 0.524 1.504
H 6.901 0.618 1.900
H 7.718 0.087 4.147
N -1.232 0.958 -0.255
C -0.736 0.281 -1.321
C 0.590 -0.034 -1.429
C 1.474 0.342 -0.419
C 0.949 0.978 0.680
C -0.407 1.318 0.720
H -1.518 0.097 -2.047
H 0.977 -0.438 -2.356
H 2.511 0.078 -0.590
H 1.477 1.125 1.617
H -0.867 1.739 1.600
C 2.306 -2.967 1.693
C 1.091 -2.202 2.256
C 0.242 -3.381 2.756
O 1.152 -4.365 3.238
C 2.411 -4.228 2.594
H 3.235 -2.422 1.879
H 2.258 -3.265 0.647
H 0.609 -1.688 1.424
H 1.468 -1.455 2.951
H -0.315 -3.850 1.941
H -0.349 -3.093 3.627
H 2.601 -5.103 1.966
H 3.226 -4.121 3.311
C -5.782 3.207 -0.934
C -4.756 2.126 -0.617
C -3.440 2.866 -0.780
O -3.695 4.144 -0.234
C -5.048 4.489 -0.407
H -6.752 3.061 -0.455
H -6.040 3.302 -1.990
H -4.762 1.203 -1.200
H -4.805 1.785 0.423
H -3.213 2.944 -1.854
H -2.596 2.309 -0.369
H -5.234 5.293 -1.124
H -5.474 4.773 0.557
C -3.514 0.854 -5.762
C -2.183 1.531 -5.596
C -2.285 2.092 -4.179
O -3.078 1.126 -3.458
C -3.770 0.279 -4.369
H -3.511 0.105 -6.558
H -4.361 1.493 -6.019
H -2.028 2.365 -6.284
H -1.298 0.895 -5.617
H -2.886 3.006 -4.174
H -1.315 2.247 -3.710
H -4.838 0.309 -4.129
H -3.451 -0.760 -4.225
C -2.934 0.121 2.740
C -3.943 -0.200 1.668
C -4.314 -1.652 2.006
O -3.958 -1.856 3.394
C -3.417 -0.642 3.933
H -2.893 1.173 3.039
H -1.916 -0.237 2.568
H -3.549 -0.140 0.651
H -4.753 0.531 1.669
H -3.794 -2.427 1.441
H -5.384 -1.868 1.941
H -2.652 -0.827 4.689
H -4.247 -0.143 4.452
C 6.424 -3.192 -0.440
C 5.128 -2.417 -0.480
C 5.411 -1.386 -1.643
O 6.775 -1.460 -1.941
C 7.483 -2.203 -0.934
H 6.415 -4.079 -1.073
H 6.706 -3.544 0.557
H 4.883 -1.912 0.454
H 4.260 -3.035 -0.714
H 5.165 -0.425 -1.174
H 4.727 -1.540 -2.472
H 7.811 -1.484 -0.177
H 8.323 -2.650 -1.461

Here are the Mulliken charges for atoms 1 to 8, given in e: -0.16 -0.33 -0.54 -0.18 0.04 0.42 0.43 0.36